Formula: C25H40NO3P3V
Source: the OMol25 dataset
Level of theory: ωB97M-V with the def2-TZVPD basis set

```
! wB97M-V def2-TZVPD RIJCOSX def2/J DEFGRID3
* xyz 1 3
V -0.08 -0.28 -0.55
P 0.04 0.20 1.64
P 0.28 -2.58 -0.53
P -2.15 0.44 -0.67
O -0.32 1.65 2.26
O 1.41 -0.21 2.43
O -1.15 -0.51 2.57
N 0.19 -0.27 -2.72
C 2.54 0.38 -2.60
C 0.89 2.06 -2.82
C -1.72 2.64 -3.82
C -1.31 -3.38 -0.34
C -3.58 -0.48 -0.11
C -0.69 3.61 -3.87
C 1.50 -3.44 0.49
C 3.88 -0.04 -2.90
C -2.59 2.12 -0.13
C -0.17 3.99 2.73
C -1.14 -1.93 2.84
C 1.85 -2.03 -2.76
C -1.62 -2.06 4.27
C -1.50 1.43 -3.16
C 0.58 3.34 -3.36
C 3.14 -2.34 -3.20
C -0.13 1.06 -2.97
C 2.06 1.63 -2.14
C 0.99 0.28 4.82
C 4.13 -1.37 -3.20
C 0.79 -2.97 -2.28
C 0.40 2.85 1.90
C -2.51 0.54 -2.52
C 1.52 -0.63 -2.74
C 1.93 0.39 3.65
H -3.47 -0.74 0.96
H 3.34 -3.37 -3.52
H 0.88 -0.77 5.11
H 1.58 -2.97 1.48
H -2.69 2.84 -4.26
H 2.20 1.44 3.45
H -1.80 -2.44 2.14
H -4.44 0.18 -0.28
H 1.13 -4.00 -2.23
H -3.53 0.91 -2.58
H -1.26 4.10 2.60
H -0.11 -2.34 2.74
H -2.55 -1.49 4.43
H 1.19 -1.31 -0.05
H 1.43 0.82 5.66
H -0.85 -1.68 4.95
H 0.01 0.71 4.60
H -0.91 4.61 -4.28
H 4.65 0.73 -2.92
H 1.48 2.75 2.14
H 5.18 -1.67 -3.43
H -1.80 -3.11 4.48
H -3.70 -1.41 -0.70
H -2.08 2.86 -0.75
H -3.67 2.18 -0.27
H -1.85 -3.05 0.56
H 0.30 3.03 0.83
H 1.16 -4.47 0.56
H 0.94 0.61 -0.40
H 1.38 4.07 -3.41
H -1.95 -3.17 -1.22
H -2.32 2.26 0.92
H 0.03 3.85 3.79
H 2.85 -0.17 3.85
H 2.64 2.31 -1.52
H 0.30 4.92 2.41
H 2.47 -3.36 -0.02
H -1.09 -4.45 -0.28
H -2.42 -0.50 -2.87
H -0.13 -2.85 -2.86
*
```

Results
* relative energy (zero: lowest compared OMol25 entry of this formula, charge and spin): 100.49 kcal per mole
* expectation value of S²: 2.029
* largest force on an atom: 0.12068 Eh/bohr
* lowest unoccupied orbital energy (spin up / spin down): -4.1 / -4.1 eV
* highest occupied orbital energy (spin up / spin down): -9.52 / -9.77 eV